Entry from the Open Molecules 2025 dataset: a structure of composition C53H55CaClN3O8PS (ωB97M-V/def2-TZVPD).

The geometry in XYZ format:
```
123
C53H55CaClN3O8PS ωB97M-V/def2-TZVPD
Ca -0.22 0.44 -0.11
C -2.92 4.92 -0.51
N -3.28 3.60 -0.95
C -4.34 2.97 -0.18
C -3.85 1.77 0.63
C -3.09 2.15 1.89
N -1.89 1.36 2.13
C -1.47 1.43 3.34
C -0.24 0.89 3.90
C -0.05 1.03 5.28
C 1.10 0.58 5.91
C 2.09 -0.02 5.12
C 1.95 -0.17 3.77
C 0.77 0.27 3.09
O 0.60 0.12 1.85
C -3.47 3.49 -2.38
C -2.21 3.73 -3.20
C -0.99 2.95 -2.70
N -1.35 1.59 -2.37
C -0.85 0.66 -3.11
C -1.10 -0.75 -3.02
C -0.12 -1.60 -3.72
C -0.49 -2.87 -4.53
C -2.44 -3.51 -3.08
C -2.43 -2.66 -2.04
C -1.94 -1.26 -2.00
O -2.29 -0.59 -0.99
H -3.74 5.66 -0.64
H -2.05 5.28 -1.07
H -2.63 4.92 0.54
H -5.12 2.62 -0.86
H -4.82 3.72 0.47
H -3.21 1.17 -0.02
H -4.71 1.13 0.87
H -3.76 2.10 2.77
H -2.78 3.20 1.81
H -2.07 1.97 4.09
H -0.82 1.53 5.86
H 1.23 0.70 6.98
H 3.00 -0.37 5.59
H 2.72 -0.62 3.15
H -4.27 4.17 -2.73
H -3.80 2.47 -2.58
H -1.98 4.80 -3.26
H -2.43 3.42 -4.23
H -0.58 3.41 -1.80
H -0.20 3.00 -3.47
H -0.15 0.95 -3.92
H 0.51 -0.92 -4.33
H -0.24 -2.73 -5.59
H -2.86 -4.50 -2.90
H -2.87 -2.99 -1.11
O 2.33 1.27 -2.11
C 2.24 0.06 -2.18
O 1.41 -0.69 -1.54
C 3.13 -0.74 -3.11
C 4.26 -0.17 -3.68
C 5.05 -0.92 -4.53
C 4.70 -2.23 -4.83
C 3.56 -2.79 -4.28
C 2.78 -2.05 -3.41
P 1.16 -2.66 -2.80
C 1.52 -3.44 -1.20
C 0.77 -4.55 -0.84
C 1.06 -5.25 0.33
C 2.08 -4.81 1.16
C 2.81 -3.68 0.82
C 2.53 -3.00 -0.35
C 0.43 -3.84 -3.83
C -1.99 -3.24 -4.48
C -2.29 -4.39 -5.40
C -1.60 -5.55 -5.47
C -0.43 -5.99 -4.75
C 0.44 -5.22 -4.01
H 4.48 0.86 -3.44
H 5.94 -0.48 -4.98
H 5.31 -2.82 -5.51
H 3.25 -3.80 -4.55
H -0.04 -4.87 -1.48
H 0.48 -6.12 0.59
H 2.29 -5.34 2.08
H 3.59 -3.32 1.48
H 3.09 -2.11 -0.60
H -2.54 -2.35 -4.82
H -3.12 -4.27 -6.09
H -2.00 -6.29 -6.16
H -0.21 -7.05 -4.82
H 1.22 -5.78 -3.49
C 1.68 4.53 5.84
C 2.40 5.23 4.73
C 3.52 6.00 4.97
C 4.19 6.60 3.92
Cl 5.61 7.58 4.25
C 3.77 6.43 2.61
C 2.64 5.66 2.36
C 1.95 5.08 3.41
O 0.83 4.35 3.29
C 0.25 4.12 2.01
C 1.01 3.07 1.16
O 2.18 2.83 1.42
O 0.28 2.57 0.25
H 2.04 4.87 6.81
H 1.82 3.45 5.78
H 0.60 4.69 5.78
H 3.88 6.13 5.98
H 4.32 6.88 1.80
H 2.36 5.47 1.34
H 0.18 5.06 1.45
H -0.76 3.78 2.21
O -0.56 -2.24 0.77
S -1.88 -2.43 1.46
C -1.49 -2.46 3.21
C -0.72 -3.76 3.40
C -1.59 -4.83 2.73
C -2.14 -4.23 1.43
H -2.44 -2.45 3.75
H -0.94 -1.55 3.44
H -0.53 -3.97 4.46
H 0.23 -3.67 2.89
H -2.41 -5.10 3.39
H -1.02 -5.74 2.52
H -3.20 -4.43 1.27
H -1.60 -4.54 0.54
```

## Properties
E (eV): -127793.574
Charge: -2
Gap between HOMO and LUMO (eV): 5.46



Entry from the Open Molecules 2025 dataset: a structure of composition C53H55N8OP2PdTe2 (ωB97M-V/def2-TZVPD).

The geometry in XYZ format:
```
122
C53H55N8OP2PdTe2 ωB97M-V/def2-TZVPD
Pd -0.14 0.49 1.82
C 1.23 -2.83 5.29
N 0.43 -1.68 5.73
C 0.21 -1.51 7.16
C -0.11 -0.87 4.80
N 0.21 -0.89 3.55
N -1.08 -0.01 5.28
C -1.60 1.14 4.71
N -2.50 1.77 5.49
N -1.25 1.54 3.54
H 1.40 -3.48 6.14
H 2.20 -2.52 4.89
H 0.69 -3.40 4.53
H 0.99 -2.03 7.70
H -0.75 -1.94 7.48
H 0.26 -0.46 7.45
H 0.97 -1.53 3.35
H -1.42 -0.22 6.20
H -2.69 1.48 6.44
H -2.86 2.67 5.23
H -1.69 2.42 3.29
Te 2.58 3.56 -0.89
C 4.12 2.76 -2.15
C 4.89 1.65 -1.84
C 5.91 1.31 -2.73
N 6.18 2.03 -3.80
C 5.48 3.12 -4.07
C 4.41 3.52 -3.28
C 1.42 1.93 -0.33
P 1.82 0.34 0.45
C 2.05 -1.10 -0.62
C 2.70 -1.11 -1.85
C 2.77 -2.29 -2.57
C 2.20 -3.45 -2.09
C 1.56 -3.45 -0.85
C 1.49 -2.28 -0.13
C 3.44 0.57 1.23
C 4.51 -0.30 0.97
C 5.71 -0.11 1.63
C 5.86 0.92 2.54
C 4.80 1.78 2.80
C 3.59 1.60 2.16
P -0.14 2.46 0.45
C -1.41 2.64 -0.84
C -1.12 2.97 -2.16
C -2.13 2.97 -3.11
C -3.43 2.66 -2.75
C -3.73 2.37 -1.43
C -2.73 2.36 -0.48
C 0.14 4.14 1.08
C -0.25 5.26 0.34
C 0.05 6.53 0.83
C 0.73 6.67 2.03
C 1.08 5.56 2.78
C 0.78 4.29 2.31
H 4.73 1.09 -0.93
H 6.53 0.44 -2.56
H 5.77 3.69 -4.95
H 3.84 4.41 -3.53
H 3.14 -0.21 -2.25
H 3.28 -2.30 -3.53
H 2.26 -4.37 -2.66
H 1.11 -4.36 -0.47
H 0.98 -2.25 0.83
H 4.40 -1.11 0.27
H 6.54 -0.78 1.43
H 6.80 1.05 3.06
H 4.92 2.59 3.52
H 2.75 2.25 2.37
H -0.11 3.24 -2.45
H -1.89 3.23 -4.14
H -4.21 2.66 -3.50
H -4.76 2.17 -1.14
H -2.97 2.19 0.57
H -0.79 5.14 -0.59
H -0.25 7.40 0.26
H 0.97 7.66 2.39
H 1.59 5.68 3.73
H 1.00 3.41 2.91
C -1.49 -1.64 -6.14
N -0.82 -0.96 -5.05
N -1.09 -1.21 -3.72
C -0.42 -0.32 -2.94
O -0.47 -0.35 -1.68
C 0.30 0.51 -3.84
C 0.02 0.09 -5.12
C 0.50 0.65 -6.41
C -1.90 -2.30 -3.27
C -1.51 -3.60 -3.55
C -2.30 -4.65 -3.11
C -3.47 -4.39 -2.39
C -3.83 -3.08 -2.10
C -3.05 -2.03 -2.54
H -2.44 -2.04 -5.80
H -0.88 -2.46 -6.53
H -1.67 -0.94 -6.95
H 0.97 1.31 -3.56
H 1.20 1.46 -6.21
H -0.34 1.06 -6.99
H 0.99 -0.10 -7.02
H -0.61 -3.79 -4.11
H -2.02 -5.67 -3.33
H -4.09 -5.21 -2.07
H -4.74 -2.89 -1.56
H -3.34 -1.00 -2.36
C -3.56 -0.82 1.92
Te -2.03 -0.66 0.38
C -1.99 -2.79 0.62
C -3.34 -3.18 1.16
C -3.82 -4.48 1.04
C -5.07 -4.81 1.55
C -5.84 -3.84 2.17
C -5.37 -2.55 2.30
C -4.11 -2.21 1.79
H -4.33 -0.06 1.79
H -3.10 -0.67 2.90
H -1.19 -3.05 1.32
H -1.77 -3.27 -0.34
H -3.21 -5.23 0.55
H -5.43 -5.82 1.46
H -6.81 -4.10 2.57
H -5.97 -1.79 2.79
```

## Properties
E (eV): -106442.149
Charge: +3
Gap between HOMO and LUMO (spin up / spin down) (eV): 4.11 / 4.11



Entry from the Open Molecules 2025 dataset: a structure of composition C53H57CaGe2N2OS9 (ωB97M-V/def2-TZVPD).

The geometry in XYZ format:
```
125
C53H57CaGe2N2OS9 ωB97M-V/def2-TZVPD
Ca 0.47 -0.79 0.01
C -2.74 0.52 -6.06
C -2.46 -0.86 -5.54
C -1.49 -1.66 -6.14
C -1.20 -2.92 -5.64
C -0.17 -3.78 -6.32
C -1.88 -3.40 -4.51
C -2.90 -2.63 -3.93
C -3.77 -3.13 -2.81
C -3.15 -1.36 -4.45
C -1.56 -4.77 -4.00
C -2.25 -5.84 -4.57
C -2.03 -7.15 -4.14
C -1.11 -7.37 -3.12
C -0.41 -6.30 -2.56
C -0.62 -5.01 -3.00
Ge 0.27 -3.54 -2.06
S -1.08 -2.87 -0.52
S 2.29 -3.99 -1.13
Ge 2.98 -2.09 -2.13
S 2.99 -0.34 -0.85
S 1.19 -2.05 -3.50
C 4.74 -2.22 -3.01
C 4.92 -1.67 -4.27
C 6.18 -1.69 -4.87
C 7.27 -2.24 -4.21
C 7.09 -2.74 -2.92
C 5.84 -2.72 -2.32
C 5.70 -3.22 -0.91
C 5.41 -4.57 -0.66
C 5.34 -5.60 -1.75
C 5.19 -4.98 0.65
C 5.26 -4.09 1.71
C 4.93 -4.52 3.11
C 5.63 -2.77 1.44
C 5.87 -2.33 0.16
C 6.31 -0.91 -0.07
C 3.80 -0.99 -4.99
C 3.06 -1.65 -5.97
C 3.31 -3.10 -6.31
C 2.07 -0.96 -6.66
C 1.79 0.37 -6.39
C 0.69 1.10 -7.11
C 2.55 1.02 -5.42
C 3.56 0.37 -4.73
C 4.40 1.12 -3.73
C 0.56 -6.57 -1.45
C 1.85 -7.02 -1.73
C 2.30 -7.18 -3.16
C 2.70 -7.33 -0.69
C 2.32 -7.18 0.64
C 3.26 -7.50 1.77
C 1.02 -6.74 0.90
C 0.13 -6.45 -0.12
C -1.28 -6.02 0.21
H -2.34 0.66 -7.06
H -2.30 1.28 -5.41
H -3.82 0.71 -6.09
H -0.95 -1.30 -7.00
H 0.29 -3.24 -7.15
H -0.62 -4.70 -6.71
H 0.61 -4.08 -5.62
H -3.58 -4.17 -2.58
H -4.82 -3.01 -3.09
H -3.59 -2.56 -1.91
H -3.93 -0.76 -4.00
H -2.97 -5.64 -5.35
H -2.57 -7.97 -4.58
H -0.92 -8.37 -2.75
H 6.29 -1.26 -5.86
H 8.24 -2.26 -4.67
H 7.93 -3.15 -2.37
H 5.41 -5.16 -2.75
H 4.38 -6.14 -1.70
H 6.15 -6.33 -1.64
H 4.92 -6.01 0.84
H 4.88 -5.60 3.20
H 3.96 -4.11 3.41
H 5.67 -4.15 3.82
H 5.73 -2.07 2.27
H 6.71 -0.49 0.85
H 5.46 -0.29 -0.39
H 7.07 -0.84 -0.84
H 3.95 -3.58 -5.57
H 3.78 -3.19 -7.29
H 2.36 -3.65 -6.34
H 1.50 -1.47 -7.43
H 0.44 0.61 -8.05
H 0.98 2.13 -7.33
H -0.21 1.13 -6.50
H 2.36 2.07 -5.21
H 4.17 2.18 -3.76
H 5.46 0.99 -3.94
H 4.23 0.75 -2.71
H 1.86 -6.44 -3.81
H 2.02 -8.17 -3.54
H 3.39 -7.10 -3.23
H 3.70 -7.69 -0.91
H 4.22 -7.85 1.39
H 2.85 -8.27 2.42
H 3.44 -6.62 2.38
H 0.70 -6.62 1.93
H -1.52 -6.26 1.24
H -2.00 -6.51 -0.44
H -1.40 -4.94 0.07
C 0.69 -3.34 2.71
S 1.55 -1.75 2.60
C 0.63 -0.75 3.71
C 0.00 0.41 3.38
S -0.19 1.20 1.86
S -0.71 1.23 4.76
C -0.26 0.12 6.01
S -0.67 0.31 7.60
S 0.65 -1.20 5.40
H 1.11 -3.97 1.93
H -0.38 -3.21 2.52
H 0.85 -3.80 3.69
N 0.89 1.87 -2.36
C -0.29 1.58 -1.80
N -1.20 2.59 -1.66
O -0.58 0.43 -1.44
H 1.16 2.82 -2.56
H 1.62 1.16 -2.30
H -0.85 3.53 -1.54
H -1.96 2.35 -1.05
```

## Properties
E (eV): -289916.984
Energy above the lowest of the compared OMol25 structures with the same formula, charge and spin (kcal per mole): 15.0
Charge: -1
Gap between HOMO and LUMO (eV): 7.17



Entry from the Open Molecules 2025 dataset: a structure of composition C53H57F12IrN3O2P2 (ωB97M-V/def2-TZVPD).

The geometry in XYZ format:
```
130
C53H57F12IrN3O2P2 ωB97M-V/def2-TZVPD
Ir -0.27 0.09 -0.19
C 0.67 7.20 1.00
C 0.25 5.75 1.03
C -0.23 5.14 2.18
C -0.56 3.80 2.20
C -0.39 2.96 1.07
N -0.55 1.58 1.21
C -1.16 1.13 2.42
C -0.49 1.15 3.63
C -1.12 0.81 4.82
C -2.47 0.48 4.82
C -3.20 0.20 6.11
C -3.14 0.43 3.61
C -2.50 0.72 2.40
C -3.19 0.60 1.04
O -2.38 0.11 0.04
C -3.84 1.98 0.70
F -2.93 2.94 0.53
F -4.65 2.41 1.69
F -4.58 1.90 -0.42
C -4.40 -0.42 1.10
F -4.70 -0.85 -0.13
F -5.53 0.08 1.63
F -4.09 -1.50 1.83
C -0.08 3.62 -0.13
C 0.27 4.97 -0.11
C -0.25 2.94 -1.48
O -0.43 1.57 -1.49
C 0.96 3.32 -2.43
F 1.05 2.48 -3.48
F 2.14 3.28 -1.79
F 0.85 4.55 -2.96
C -1.51 3.51 -2.26
F -1.67 4.83 -2.11
F -2.63 2.91 -1.89
F -1.38 3.29 -3.59
H 0.83 7.58 2.01
H -0.10 7.82 0.53
H 1.59 7.34 0.43
H -0.36 5.72 3.09
H -0.94 3.38 3.12
H 0.53 1.50 3.65
H -0.56 0.82 5.74
H -2.52 0.16 6.95
H -3.73 -0.75 6.06
H -3.94 0.97 6.30
H -4.19 0.18 3.61
H 0.53 5.46 -1.04
C -0.89 -2.83 -4.54
C -0.09 -2.46 -3.28
C 1.21 -1.79 -3.74
P -1.00 -1.48 -1.96
C -2.42 -0.62 -2.78
C -1.93 0.30 -3.91
C -3.64 -1.45 -3.20
C -1.66 -2.79 -0.95
C -2.22 -3.93 -1.53
C -2.86 -4.90 -0.79
C -3.44 -6.13 -1.43
C -3.01 -4.62 0.56
C -2.43 -3.52 1.16
C -1.63 -2.61 0.44
N -0.71 -1.68 0.98
C -0.27 -1.76 2.30
C -0.83 -2.38 3.43
C -0.16 -2.40 4.65
C 1.08 -1.80 4.84
C 1.81 -1.86 6.16
C 1.63 -1.18 3.74
C 0.97 -1.17 2.52
P 1.65 -0.44 1.05
C 2.79 0.85 1.71
C 4.19 0.38 2.09
C 2.89 2.09 0.83
C 2.61 -1.85 0.27
C 2.88 -3.00 1.24
C 3.93 -1.48 -0.42
H -0.35 -3.63 -5.05
H -0.95 -1.99 -5.23
H -1.90 -3.17 -4.35
H 0.18 -3.38 -2.76
H 1.02 -0.78 -4.08
H 1.65 -2.35 -4.57
H 1.94 -1.76 -2.93
H -2.74 0.02 -1.96
H -1.68 -0.26 -4.81
H -1.07 0.88 -3.59
H -2.72 1.00 -4.16
H -3.52 -1.88 -4.20
H -4.50 -0.77 -3.24
H -3.88 -2.23 -2.49
H -2.15 -4.07 -2.60
H -2.78 -6.52 -2.20
H -4.41 -5.92 -1.90
H -3.61 -6.92 -0.69
H -3.61 -5.28 1.18
H -2.67 -3.36 2.18
H -1.78 -2.86 3.42
H -0.65 -2.88 5.49
H 1.21 -2.36 6.92
H 2.04 -0.85 6.53
H 2.75 -2.40 6.07
H 2.60 -0.70 3.84
H 2.26 1.15 2.62
H 4.87 0.44 1.24
H 4.24 -0.64 2.49
H 4.58 1.05 2.87
H 3.48 1.88 -0.07
H 3.40 2.89 1.38
H 1.92 2.46 0.52
H 1.89 -2.19 -0.48
H 3.49 -2.68 2.08
H 3.42 -3.78 0.70
H 1.96 -3.43 1.63
H 4.75 -1.57 0.29
H 3.95 -0.47 -0.82
H 4.13 -2.18 -1.23
N 2.01 0.39 -1.67
C 2.70 0.50 -2.58
C 3.61 0.58 -3.70
C 4.97 0.34 -3.48
C 5.85 0.38 -4.54
C 5.39 0.67 -5.82
C 4.04 0.92 -6.03
C 3.15 0.87 -4.98
H 5.32 0.12 -2.48
H 6.90 0.18 -4.38
H 6.08 0.71 -6.65
H 3.68 1.14 -7.03
H 2.10 1.07 -5.14
```

## Properties
E (eV): -118479.621
Expectation value of S²: 0.7541
Spin multiplicity: 2
Energy above the lowest of the compared OMol25 structures with the same formula, charge and spin (kcal per mole): 36.9
Charge: 0
Gap between HOMO and LUMO (spin up / spin down) (eV): 6.84 / 5.84